The following is a DFT calculation (wB97M-V/def2-TZVPD) of a molecular structure, C31H20IN7O5S3W.

Molar mass: 977.49 g/mol
ΔE to the lowest compared entry with this formula, charge and spin: 8.09 kcal per mole
Charge: 0
Orbital gap (spin up / spin down): 4.1450 / 4.1455 eV
Spin multiplicity: 1

Structure (XYZ):
```
68
Properties=species:S:1:pos:R:3:forces:R:3:lowdin_charge:R:1
W -0.845486 1.345043 0.867235 -0.1 0.8 -0.5 1.177
C -1.394430 0.217949 -3.747784 0.0 0.0 0.0 -0.001
C -0.106329 0.733067 -3.192043 0.1 0.0 0.0 -0.248
N 0.948804 0.853786 -3.986176 0.0 0.0 0.0 0.137
C 2.098045 1.309210 -3.482619 0.0 0.0 0.0 -0.069
C 2.294619 1.698782 -2.165600 -0.1 0.0 0.0 -0.129
C 3.645203 2.144626 -1.681309 0.1 0.0 0.0 -0.193
O 3.604141 3.365686 -0.950485 0.0 0.0 0.0 -0.058
C 1.183793 1.606893 -1.321622 0.2 0.0 0.0 -0.095
C 1.038582 2.099659 0.078356 0.2 0.0 0.0 -0.265
N 1.105525 1.270890 1.184375 -0.3 0.3 0.1 -0.171
C 1.956388 1.419180 2.291292 0.0 -0.2 -0.2 -0.317
C 3.311890 1.679291 2.118163 0.1 0.0 0.1 0.014
C 4.138111 1.782294 3.224892 0.0 0.0 0.0 -0.045
C 3.629229 1.625927 4.506840 0.0 0.0 0.0 -0.062
C 2.273314 1.398453 4.695343 0.1 0.0 0.0 -0.128
C 1.455169 1.307637 3.583499 0.2 0.0 0.0 -0.585
I -0.602809 1.174158 3.783394 -0.2 0.0 0.1 1.219
C 0.016429 1.109625 -1.854073 -0.2 0.0 0.1 -0.237
O -1.053485 1.011088 -0.995048 0.2 0.0 0.1 -0.257
H -1.241312 -0.088155 -4.778836 0.0 0.0 0.0 0.088
H -2.166037 0.990181 -3.715248 0.0 0.0 0.0 0.085
H -1.761914 -0.629877 -3.168528 0.0 0.0 0.0 0.089
H 2.925903 1.364680 -4.182017 0.0 0.0 0.0 0.122
H 4.340390 2.206678 -2.522232 0.0 0.0 0.0 0.126
H 4.053845 1.403056 -0.991478 0.0 0.0 0.0 0.121
H 3.431338 4.085070 -1.566870 0.0 0.0 0.0 0.102
H 1.310215 3.139822 0.234530 0.0 0.0 0.0 0.115
H 3.706076 1.811161 1.120548 0.0 0.0 0.0 0.101
H 5.190801 1.983291 3.081940 0.0 0.0 0.0 0.118
H 4.281806 1.699157 5.365473 0.0 0.0 0.0 0.115
H 1.864951 1.311651 5.692565 0.0 0.0 0.0 0.105
S -3.282958 1.222607 0.905173 0.0 0.0 0.0 0.634
C -3.335844 2.635249 -0.138472 -0.1 -0.1 0.1 -0.659
C -4.262373 2.712546 -1.177261 0.0 0.0 0.0 -0.033
C -4.263284 3.794035 -2.040345 -0.1 0.0 0.0 -0.167
C -5.224980 3.845274 -3.108258 0.1 0.0 0.0 -0.162
N -5.990177 3.874930 -3.963386 0.0 0.0 0.0 0.194
C -3.320159 4.822183 -1.879420 0.0 0.1 0.0 -0.169
C -2.396482 4.753794 -0.850947 0.0 0.0 0.0 -0.036
C -2.405696 3.675820 0.030721 0.0 0.0 0.1 -0.634
S -1.249364 3.640379 1.380447 0.0 -0.3 -0.1 0.620
C -3.290656 5.947069 -2.773967 0.0 -0.1 0.0 -0.163
N -3.238845 6.850946 -3.479789 0.0 0.0 0.0 0.191
H -4.975005 1.912754 -1.322568 0.0 0.0 0.0 0.128
H -1.670722 5.546552 -0.734185 0.0 0.0 0.0 0.126
O 1.681565 -8.595236 -1.048878 0.0 0.0 0.0 -0.346
S 2.100000 -7.397311 -0.360664 0.2 0.0 -0.2 0.385
O 2.430364 -6.269131 -1.209393 0.0 0.0 0.0 -0.370
O 2.990183 -7.595121 0.767919 0.0 0.0 0.0 -0.350
C 0.602587 -6.839230 0.495726 -0.4 0.1 0.2 -0.320
N -0.175235 -7.735930 1.119887 0.2 -0.1 -0.1 0.140
C -1.204175 -7.279371 1.801608 -0.2 0.1 0.1 -0.109
C -1.511692 -5.921014 1.909776 0.2 -0.2 -0.2 0.008
C -0.656694 -5.085429 1.217252 -0.1 0.5 0.1 -0.231
N 0.374170 -5.531913 0.517019 0.2 -0.1 0.0 0.150
C -0.775989 -3.595122 1.201412 0.0 -0.3 0.0 -0.086
C -1.782868 -2.885420 1.851339 0.0 0.1 0.0 0.026
C -1.784980 -1.511796 1.801574 0.0 -0.1 -0.1 -0.181
N -0.848050 -0.812344 1.137878 0.1 -0.3 0.1 -0.164
C 0.119005 -1.497860 0.490988 0.0 -0.1 0.1 -0.079
C 0.185213 -2.867986 0.498602 0.0 0.1 0.0 0.049
H -1.824180 -8.018245 2.300583 0.0 0.0 0.0 0.112
H -2.354392 -5.580112 2.491743 0.0 0.0 0.0 0.098
H -2.565938 -3.386598 2.400919 0.0 0.0 0.0 0.118
H -2.556344 -0.943361 2.302527 0.0 0.0 0.0 0.062
H 0.862688 -0.915406 -0.035476 0.0 0.0 0.0 0.114
H 0.968514 -3.400148 -0.026545 0.0 0.0 0.0 0.133
```
Positions in Å, forces in eV/Å.